{
  "formula": "C30H45AuN2OS2Si",
  "method": "ωB97M-V with the def2-TZVPD basis set",
  "relative_energy_kcal_mol": 0.8,
  "lumo_ev": 4.5339,
  "orbital_gap_ev": 4.15,
  "largest_force_ha_per_bohr": 0.01020,
  "e_tot_ev": -70107.2873,
  "homo_ev": 0.38,
  "charge": -2,
  "species": ["Au", "S", "C", "N", "C", "C", "N", "C", "C", "C", "C", "C", "C", "C", "C", "S", "C", "C", "C", "C", "C", "C", "C", "H", "H", "H", "H", "H", "H", "H", "H", "H", "H", "H", "H", "H", "H", "H", "H", "H", "H", "C", "Si", "C", "C", "C", "C", "C", "C", "C", "C", "H", "H", "H", "H", "H", "H", "H", "H", "H", "H", "H", "H", "H", "H", "H", "H", "H", "H", "H", "H", "H", "C", "O", "C", "C", "H", "H", "H", "H", "H", "H"],
  "coordinates": [[-1.61232, -0.14952, 0.54875], [0.48646, 0.29897, -1.21293], [1.47622, -1.13266, -0.87807], [2.40459, -1.44805, -1.92878], [3.17990, -2.65802, -1.84111], [3.43257, -3.00653, -0.38945], [2.16881, -3.14089, 0.28218], [2.27358, -3.83359, 1.54594], [3.35366, -3.28432, 2.46682], [3.35057, -1.93437, 2.82807], [4.36181, -1.42439, 3.62702], [5.39024, -2.24344, 4.08378], [5.40175, -3.58365, 3.73011], [4.38932, -4.09095, 2.92124], [1.32688, -1.96090, 0.18534], [0.10984, -1.77969, 1.47127], [2.87937, -0.40200, -2.78953], [3.77898, 0.64389, -2.14247], [3.51272, 1.99684, -2.32430], [4.33205, 2.96908, -1.76823], [5.42860, 2.60137, -0.99991], [5.69491, 1.25380, -0.79503], [4.87588, 0.28808, -1.36466], [4.13617, -2.51499, -2.35488], [2.67514, -3.50878, -2.32497], [4.05081, -2.21201, 0.06526], [3.98893, -3.94834, -0.30801], [2.49631, -4.89419, 1.36301], [1.30492, -3.77033, 2.04125], [2.54201, -1.30418, 2.47484], [4.34667, -0.37402, 3.89272], [6.17811, -1.83462, 4.70589], [6.20074, -4.23264, 4.07115], [4.40489, -5.13623, 2.62660], [2.03528, 0.12611, -3.23422], [3.44026, -0.87574, -3.60574], [2.62049, 2.27534, -2.87151], [4.09455, 4.01716, -1.90944], [6.05778, 3.35756, -0.54504], [6.53420, 0.95184, -0.17942], [5.08008, -0.75891, -1.17801], [-4.72373, -1.56948, -0.29549], [-3.80135, 0.10453, -0.26845], [-3.77005, 0.65217, -2.13444], [-5.13202, 0.94509, -2.75924], [-3.12174, -0.50529, -2.90736], [-2.85739, 1.86924, -2.31823], [-5.05130, 1.23155, 0.72673], [-4.79376, 2.71775, 0.48515], [-6.52701, 0.94397, 0.44092], [-4.79231, 0.94397, 2.20955], [-5.66358, -1.55360, -0.86019], [-4.94512, -1.87742, 0.73001], [-4.07475, -2.33873, -0.71643], [-5.84549, 0.13110, -2.59985], [-5.02702, 1.08247, -3.84645], [-5.57783, 1.85990, -2.36094], [-3.74164, -1.40616, -2.89487], [-2.14026, -0.75021, -2.49617], [-2.98450, -0.21151, -3.95876], [-3.23459, 2.76012, -1.81053], [-2.76423, 2.10992, -3.38828], [-1.85973, 1.65203, -1.93491], [-5.07866, 3.01861, -0.52570], [-3.74326, 2.96422, 0.63452], [-5.38612, 3.32169, 1.18971], [-6.80337, 1.15359, -0.59376], [-7.15996, 1.57212, 1.08746], [-6.78546, -0.09661, 0.64644], [-3.76414, 1.17712, 2.49026], [-4.95987, -0.10956, 2.44977], [-5.47967, 1.54068, 2.83107], [-0.88652, 3.79394, 0.94386], [-1.59137, 2.80474, 1.71317], [-1.00763, 1.66100, 2.06565], [0.48806, 1.73302, 1.97251], [-0.10217, 4.28226, 1.52569], [-1.63621, 4.52584, 0.64498], [-0.45201, 3.32656, 0.05820], [0.85044, 2.62202, 2.50536], [0.84011, 1.75548, 0.93489], [0.90347, 0.81979, 2.39864]]
}

=====

{
  "formula": "C48H57BBrI2N7O16Si2",
  "method": "ωB97M-V with the def2-TZVPD basis set",
  "lumo_ev": -0.7759,
  "orbital_gap_ev": 8.04,
  "largest_force_ha_per_bohr": 0.06119,
  "e_tot_ev": -196555.8132,
  "homo_ev": -8.81,
  "species": ["C", "C", "B", "O", "Si", "C", "N", "O", "Si", "C", "C", "C", "C", "O", "C", "C", "O", "Br", "C", "I", "C", "C", "I", "H", "H", "H", "H", "H", "H", "H", "H", "H", "H", "H", "H", "H", "H", "H", "H", "H", "H", "H", "H", "H", "H", "H", "H", "H", "H", "H", "C", "C", "C", "C", "C", "C", "N", "O", "O", "H", "H", "H", "H", "H", "C", "C", "C", "C", "C", "C", "N", "O", "O", "H", "H", "H", "H", "H", "C", "C", "C", "C", "C", "C", "N", "O", "O", "H", "H", "H", "H", "H", "C", "C", "C", "C", "C", "C", "N", "O", "O", "H", "H", "H", "H", "H", "C", "C", "C", "C", "C", "C", "N", "O", "O", "H", "H", "H", "H", "H", "C", "C", "C", "C", "C", "C", "N", "O", "O", "H", "H", "H", "H", "H"],
  "coordinates": [[-5.22338, 4.03657, 4.90050], [-4.86424, 4.49893, 3.48867], [-3.98608, 3.53567, 2.60121], [-3.97017, 3.79338, 1.23637], [-2.93048, 1.90709, 3.16514], [-3.09237, 0.67342, 1.76199], [-3.62649, 1.06393, 4.52762], [-1.26334, 2.15029, 3.32938], [-0.61569, 2.99013, 4.58696], [-1.02542, 4.82575, 4.60897], [-0.41251, 5.65436, 3.46506], [-1.35640, 6.01241, 2.30966], [-1.16337, 5.09720, 1.13335], [-1.90927, 5.57869, 0.03189], [-1.11604, 2.33506, 6.29423], [-1.04486, 0.85857, 6.47757], [-0.96755, 0.00522, 5.60955], [-1.01546, 0.25235, 8.36544], [1.30438, 2.91878, 4.40131], [1.68325, 2.49771, 2.29507], [1.96674, 1.83710, 5.26224], [3.35692, 1.36378, 4.80841], [2.25537, 2.63271, 7.25361], [-5.67708, 3.06006, 4.90780], [-4.32095, 4.01727, 5.50516], [-5.85724, 4.76924, 5.37540], [-5.79068, 4.70641, 2.95450], [-4.34469, 5.45128, 3.50577], [-4.86659, 3.70624, 0.90200], [-2.25104, -0.00096, 1.81631], [-3.17062, 1.14208, 0.79315], [-3.99973, 0.11682, 1.96581], [-3.73497, 1.62575, 5.35936], [-4.53452, 0.69732, 4.27907], [-0.54339, 5.16026, 5.52490], [-2.08266, 5.02247, 4.74682], [0.48046, 5.20314, 3.05244], [-0.09689, 6.59103, 3.90129], [-1.07519, 6.99879, 1.96627], [-2.39095, 6.07958, 2.61568], [-0.10610, 5.12601, 0.87530], [-1.37823, 4.06222, 1.37439], [-2.17316, 4.83967, -0.51205], [-2.10452, 2.72108, 6.51515], [-0.47736, 2.79526, 7.03468], [1.74618, 3.87712, 4.62132], [1.35883, 0.95079, 5.30230], [3.87931, 0.99857, 5.67975], [3.28466, 0.52689, 4.13417], [3.95054, 2.17441, 4.41739], [0.89512, 1.66139, -1.54615], [0.63964, 1.50558, -2.90182], [1.49248, 0.74532, -3.68220], [2.58825, 0.14728, -3.09004], [2.86250, 0.29542, -1.74350], [2.00617, 1.06048, -0.97115], [3.48244, -0.68062, -3.91079], [3.23859, -0.78973, -5.09386], [4.42012, -1.21610, -3.35539], [0.22552, 2.25086, -0.93263], [-0.22534, 1.97258, -3.35078], [1.29979, 0.62011, -4.73482], [3.72450, -0.17818, -1.29827], [2.19878, 1.18799, 0.08687], [7.34227, 0.06148, -3.20191], [7.50524, -0.80108, -4.27498], [8.77533, -1.09665, -4.74146], [9.86474, -0.51707, -4.11996], [9.72202, 0.35106, -3.05456], [8.44793, 0.64044, -2.59436], [11.21676, -0.84214, -4.60068], [11.31087, -1.59003, -5.55020], [12.15573, -0.34226, -4.02003], [6.34837, 0.28002, -2.83839], [6.63818, -1.24676, -4.74248], [8.91007, -1.77006, -5.57439], [10.58707, 0.79429, -2.58568], [8.31862, 1.31362, -1.75874], [-8.77919, -1.91696, 0.04820], [-8.93995, -2.53692, 1.27712], [-8.42509, -1.95360, 2.42267], [-7.75090, -0.75146, 2.30998], [-7.57647, -0.12325, 1.09073], [-8.09663, -0.71237, -0.04501], [-7.19881, -0.12185, 3.51306], [-7.32724, -0.69648, 4.56867], [-6.61346, 0.94115, 3.37946], [-9.18511, -2.37563, -0.84308], [-9.46840, -3.47703, 1.34228], [-8.55087, -2.43758, 3.37960], [-7.03919, 0.80966, 1.02348], [-7.96662, -0.23484, -1.00563], [6.51448, -5.92380, -5.94428], [6.48448, -4.68108, -5.32683], [6.77279, -4.57035, -3.97714], [7.08971, -5.71055, -3.26628], [7.11951, -6.95698, -3.86092], [6.82837, -7.06008, -5.21087], [7.41501, -5.59235, -1.83580], [7.36087, -4.48959, -1.33664], [7.71707, -6.60568, -1.24301], [6.29333, -6.00728, -6.99984], [6.23730, -3.79640, -5.89735], [6.74799, -3.60472, -3.49385], [7.36664, -7.83613, -3.28589], [6.84907, -8.02771, -5.69182], [1.10052, -1.06258, -9.65532], [-0.10177, -1.68080, -9.97444], [-1.15337, -1.66465, -9.07278], [-0.98156, -1.02258, -7.86183], [0.20736, -0.40899, -7.52589], [1.25458, -0.43034, -8.42959], [-2.09821, -0.97906, -6.90483], [-3.12598, -1.54052, -7.21251], [-1.92273, -0.37955, -5.86439], [1.91809, -1.07398, -10.36328], [-0.22133, -2.17463, -10.92827], [-2.08979, -2.14317, -9.31522], [0.32879, 0.08646, -6.57725], [2.19024, 0.04828, -8.17746], [-3.43258, -4.36292, 5.30577], [-4.34154, -5.16213, 4.62367], [-4.96408, -4.68749, 3.48200], [-4.65819, -3.41463, 3.03941], [-3.75951, -2.60231, 3.70778], [-3.14515, -3.08324, 4.85080], [-5.30468, -2.90469, 1.82205], [-6.12379, -3.60778, 1.27201], [-4.98967, -1.78987, 1.45948], [-2.94671, -4.73924, 6.19583], [-4.56478, -6.15711, 4.98184], [-5.67280, -5.30282, 2.94887], [-3.53664, -1.60726, 3.35296], [-2.44215, -2.45771, 5.38356]]
}

=====

{
  "formula": "C6H10O",
  "method": "ωB97M-V with the def2-TZVPD basis set",
  "relative_energy_kcal_mol": 0.3,
  "lumo_ev": 0.9939,
  "orbital_gap_ev": 10.59,
  "largest_force_ha_per_bohr": 0.00620,
  "smiles": "O[C@@H]1C=CCCC1",
  "e_tot_ev": -8431.2282,
  "homo_ev": -9.60,
  "species": ["O", "C", "C", "C", "C", "C", "C", "H", "H", "H", "H", "H", "H", "H", "H", "H", "H"],
  "coordinates": [[1.74521, -0.80414, 1.21147], [1.32134, -0.49089, -0.11496], [1.12215, 0.99756, -0.26955], [-0.08619, 1.56142, -0.22666], [-1.37219, 0.79178, -0.05779], [-1.14038, -0.68213, 0.29277], [0.04339, -1.24169, -0.49339], [1.24715, -0.23149, 1.80878], [2.14549, -0.82652, -0.75380], [2.01293, 1.61343, -0.37987], [-0.17629, 2.64193, -0.33613], [-1.94920, 0.86817, -0.99117], [-1.98716, 1.27685, 0.71165], [-0.92459, -0.78538, 1.36528], [-2.04940, -1.26376, 0.10515], [0.17963, -2.31092, -0.30060], [-0.13190, -1.11420, -1.57118]]
}

=====

{
  "formula": "C3H5NO2",
  "method": "ωB97M-V with the def2-TZVPD basis set",
  "relative_energy_kcal_mol": 31.6,
  "lumo_ev": 0.6845,
  "orbital_gap_ev": 10.35,
  "largest_force_ha_per_bohr": 0.01121,
  "smiles": "O=C1NC[C@@H]1O",
  "e_tot_ev": -8776.3251,
  "homo_ev": -9.66,
  "species": ["O", "C", "N", "C", "C", "O", "H", "H", "H", "H", "H"],
  "coordinates": [[2.07144, -1.13523, -0.01189], [0.94616, -0.71822, 0.09062], [-0.27539, -1.33276, 0.18072], [-1.07754, -0.14446, -0.07487], [0.25766, 0.66609, 0.08920], [0.69258, 1.56927, -0.87841], [-0.52104, -2.29096, 0.37462], [-1.86395, 0.01961, 0.67405], [-1.50119, -0.07665, -1.08050], [0.19257, 1.09937, 1.08840], [1.07869, 2.34395, -0.45196]]
}